# 1
Computed, not measured: an isolated molecule of C5H9NO2 in a non-equilibrium geometry, with the ωB97M-V functional and the def2-TZVPD basis.

```
17
C5H9NO2 the ωB97M-V functional and the def2-TZVPD basis
C -1.0469 0.4932 1.4968
C -1.3598 0.1744 -1.0811
C 0.9411 0.6301 -0.0548
C -0.3907 0.0857 0.1926
C -0.0139 -1.3221 0.0915
O 1.7317 0.8014 1.0690
O 1.5960 0.4269 -1.2107
N 0.6970 -2.1940 -0.3639
H 2.6505 0.9239 0.8121
H 2.0779 -0.4617 -1.2444
H 1.4574 -2.0202 -1.0708
H -0.3426 0.3978 2.3191
H -1.9038 -0.1436 1.6982
H -1.3605 1.5312 1.4256
H -0.7640 0.2248 -1.9897
H -2.0639 -0.6559 -1.1253
H -1.9055 1.1079 -0.9645
```

Properties
Frontier orbital gap (spin up / spin down), Eh: 0.2760 / 0.2796
Calculated total energy, Ha: -401.016649
Total charge: 0
LUMO (spin up / spin down), eV: 0.610 / 0.639
HOMO (spin up / spin down), hartree: -0.2535 / -0.2561

# 2
Computed, not measured: an isolated molecule of C4H7NO2, with the ωB97M-V functional and the def2-TZVPD basis.

```
14
C4H7NO2 the ωB97M-V functional and the def2-TZVPD basis
C -2.2179 -0.1082 -0.0946
C -0.7277 0.1005 -0.1530
N -0.1054 1.1678 -0.4328
O -0.0066 -0.9883 0.2051
C 1.2988 -0.6388 0.6670
C 2.1928 0.0073 -0.3782
O 3.0927 0.7489 -0.0715
H -2.4736 -1.0304 0.4298
H -2.6517 0.7379 0.4466
H -2.6639 -0.1255 -1.0933
H -0.7183 1.9518 -0.6154
H 1.2129 0.0611 1.5037
H 1.7505 -1.5733 1.0116
H 2.0174 -0.3109 -1.4251
```

Properties
Frontier orbital gap, Eh: 0.3815
Calculated total energy, Ha: -361.825432
Total charge: 0
LUMO, eV: 0.815
SMILES: [H]/N=C(\C)OCC=O
HOMO, hartree: -0.3515

# 3
Computed, not measured: a structure of composition C31H43BrIMnN8O3, with the ωB97M-V functional and the def2-TZVPD basis.

```
88
C31H43BrIMnN8O3 the ωB97M-V functional and the def2-TZVPD basis
Mn 0.6624 -0.1949 -0.2582
C 4.7743 -3.4803 3.9935
O 4.5171 -2.1954 4.5629
C 3.7149 -1.3560 3.9151
C 3.5060 -0.1129 4.5566
C 2.6943 0.8037 3.9735
C 2.0402 0.5619 2.7281
C 1.1942 1.5417 2.1388
C 0.9076 2.8734 2.7653
O 0.6014 1.3589 1.0361
C 2.2783 -0.6927 2.1016
O 1.7466 -1.0509 0.9457
C 3.1098 -1.6417 2.7004
H 5.4335 -3.9860 4.6895
H 5.2690 -3.3758 3.0267
H 3.8469 -4.0444 3.8875
H 3.9990 0.0760 5.4993
H 2.5479 1.7452 4.4810
H 1.3652 3.0421 3.7315
H -0.1747 2.9785 2.8565
H 1.2405 3.6481 2.0727
H 3.2487 -2.5833 2.1925
C 5.0955 0.9370 -1.7696
N 4.5457 -0.4083 -1.8985
C 5.4833 -1.5348 -1.8133
C 4.5729 -2.7416 -1.5946
N 3.2673 -2.1300 -1.3422
C 2.0676 -2.9296 -1.4596
C 3.2958 -0.8001 -1.5711
N 2.2076 -0.0438 -1.5061
C 2.1115 1.2268 -2.2488
C 0.7903 1.8812 -1.8623
N -0.2317 0.8325 -1.6972
C -1.2533 0.7314 -2.5343
N -1.8310 -0.4257 -2.8966
C -1.3134 -1.7556 -2.7330
C -2.9805 -0.2158 -3.7714
C -3.1111 1.3055 -3.8037
N -1.9154 1.7686 -3.0858
C -1.9027 3.1373 -2.5880
H 6.1782 0.8489 -1.8058
H 4.8235 1.3902 -0.8144
H 4.7946 1.5828 -2.5895
H 6.1645 -1.3818 -0.9747
H 6.0716 -1.6104 -2.7257
H 4.8865 -3.3497 -0.7472
H 4.5221 -3.3814 -2.4774
H 2.3601 -3.9747 -1.5372
H 1.5071 -2.6662 -2.3589
H 1.4388 -2.8420 -0.5739
H 2.1478 1.0278 -3.3235
H 2.9024 1.9317 -2.0079
H 0.5286 2.6409 -2.5909
H 0.9033 2.3899 -0.9061
H -1.9834 -2.3575 -2.1178
H -0.3320 -1.7252 -2.2676
H -1.2060 -2.2371 -3.7086
H -3.8672 -0.7010 -3.3620
H -2.7724 -0.6374 -4.7566
H -4.0008 1.6390 -3.2666
H -3.1368 1.7123 -4.8128
H -2.8722 3.5762 -2.8120
H -1.1462 3.7518 -3.0718
H -1.7637 3.1549 -1.5058
C -2.7602 -1.5465 3.7332
N -2.0622 -1.7105 2.4558
C -1.9925 -2.8547 1.6986
C -1.2590 -2.5417 0.6009
N -0.8808 -1.2143 0.6752
C -1.3754 -0.7596 1.8174
H -3.2375 -2.4877 3.9864
H -3.5206 -0.7754 3.6375
H -2.0500 -1.2845 4.5132
H -2.4732 -3.7690 2.0016
H -0.9902 -3.1825 -0.2195
H -1.2850 0.2499 2.1796
Br -6.7705 0.4551 -2.1794
C -6.7007 1.6811 -0.7489
C -7.8311 2.4536 -0.5130
C -7.8349 3.3830 0.5136
C -6.7090 3.5491 1.3067
C -5.5794 2.7810 1.0752
C -5.5764 1.8415 0.0500
I -3.8486 0.7172 -0.2412
H -8.7031 2.3208 -1.1381
H -8.7209 3.9783 0.6887
H -6.7080 4.2762 2.1077
H -4.7004 2.9072 1.6926
```

Properties
Expectation value of S²: 6.04
Frontier orbital gap (spin up / spin down), Eh: 0.2725 / 0.2860
Calculated total energy, Ha: -5893.164933
Multiplicity: 5
Total charge: +2
LUMO (spin up / spin down), eV: -5.614 / -5.247
HOMO (spin up / spin down), hartree: -0.4788 / -0.4788

# 4
Computed, not measured: an isolated molecule of C5H10N4 in a non-equilibrium geometry, with the ωB97M-V functional and the def2-TZVPD basis.

```
19
C5H10N4 the ωB97M-V functional and the def2-TZVPD basis
C 2.3274 -0.7243 -0.0139
C 1.2851 1.4576 -0.0131
C -2.0139 0.4483 0.7323
C -2.3104 -0.6740 -0.3257
C -0.8150 -0.6426 -0.6763
H 1.4752 -0.6930 1.7229
H 2.8400 -1.4201 -0.7765
H 2.8272 0.8126 -1.1618
H 1.7451 2.4608 -0.0403
H -2.3167 1.4352 0.4475
H -2.3541 0.2623 1.7650
H -2.5616 -1.6651 0.0404
H -3.0796 -0.3928 -1.0678
H -0.6073 0.1033 -1.5059
H -0.1256 -1.5423 -0.7185
N 2.0863 -1.2431 1.1362
N 2.0667 0.5077 -0.5418
N 0.1035 1.3339 0.4861
N -0.5724 0.1758 0.5112
```

Properties
Frontier orbital gap, Eh: 0.3256
Calculated total energy, Ha: -415.440136
Total charge: 0
LUMO, eV: 0.755
SMILES: [H]/N=C\N/C=N\N1CCC1
HOMO, hartree: -0.2978

# 5
Computed, not measured: a cluster of 2 separate species, C2H10N4O in total in a non-equilibrium geometry, with the ωB97M-V functional and the def2-TZVPD basis.

```
17
C2H10N4O the ωB97M-V functional and the def2-TZVPD basis
N -0.8138 -0.8092 2.9542
C -0.3697 -1.4734 1.8238
N 0.7659 -0.9429 1.2770
O -1.0228 -2.3488 1.2564
H -0.4793 0.0764 3.2496
H -1.6777 -1.1419 3.3147
H 0.9617 -1.2304 0.3371
H 1.1384 -0.0717 1.5465
N -0.3904 0.7304 -2.8649
C -0.3071 0.7144 -1.4168
N 1.0193 1.0590 -0.8050
H -0.0385 1.6334 -3.1610
H 0.0443 -0.0722 -3.1980
H -1.0235 1.4077 -0.9940
H -0.5873 -0.2955 -1.1049
H 1.7090 0.7305 -1.4476
H 1.0715 2.0343 -0.7672
```

Properties
Frontier orbital gap, Eh: 0.3707
Calculated total energy, Ha: -376.483727
Total charge: 0
LUMO, eV: 0.794
SMILES: NC(N)=O.NCN
HOMO, hartree: -0.3416

# 6
Computed, not measured: a structure of composition C4H2Br2N2O in a non-equilibrium geometry, with the ωB97M-V functional and the def2-TZVPD basis.

```
11
C4H2Br2N2O the ωB97M-V functional and the def2-TZVPD basis
C -0.6296 1.8427 -0.1219
C 0.4886 -2.1839 -0.2824
C -0.4785 0.3970 -0.5495
C 0.6248 -0.2994 0.2884
N -0.7951 2.9656 0.0416
N 0.6219 -3.2807 -0.5907
O 0.3710 -0.1906 1.6040
Br -2.3143 -0.3109 -0.3334
Br 2.3765 0.1492 -0.2854
H -0.2700 0.2580 -1.6057
H 0.0047 0.6530 1.8350
```

Properties
Frontier orbital gap, Eh: 0.3912
Calculated total energy, Ha: -5486.294590
Total charge: 0
LUMO, eV: -0.814
HOMO, hartree: -0.4211

# 7
Computed, not measured: an isolated molecule of C23H33ClN2O5S in a non-equilibrium geometry, with the ωB97M-V functional and the def2-TZVPD basis.

```
65
C23H33ClN2O5S the ωB97M-V functional and the def2-TZVPD basis
O 1.7334 3.5452 -1.2558
S 1.7972 2.7681 -0.0539
O 2.2740 3.3961 1.1466
N 2.6543 1.3614 -0.4109
C 3.6560 1.4921 -1.4553
H 3.2334 2.1274 -2.2323
C 4.9404 2.1060 -0.8952
H 5.7322 2.1115 -1.6460
O 5.4297 1.3455 0.1878
C 4.4861 1.2902 1.2366
H 4.9383 0.6791 2.0197
C 3.1697 0.6697 0.7564
H 2.4135 0.7227 1.5390
H 3.3329 -0.3750 0.4744
H 4.2859 2.2996 1.6198
H 4.7291 3.1359 -0.5703
H 3.8573 0.4931 -1.8538
C 0.1759 2.0919 0.2753
C -0.6474 1.7715 -0.7851
C -1.9235 1.2886 -0.5554
C -2.3917 1.1174 0.7464
C -1.5252 1.4389 1.8079
C -0.2555 1.9306 1.5792
H 0.3918 2.2082 2.3956
Cl -2.0859 1.2161 3.4213
O -3.6291 0.7275 1.1100
C -4.4960 0.0473 0.2209
C -4.5190 -1.4548 0.5671
O -5.0833 -1.6614 1.8344
H -4.6085 -1.1039 2.4650
C -3.1101 -2.0638 0.4868
N -2.5197 -1.7981 -0.8101
H -3.1585 -2.1209 -1.5331
C -1.1992 -2.3695 -1.0927
C -1.2240 -3.8988 -1.2527
C 0.1676 -4.4070 -1.6281
C 0.6121 -3.7752 -2.9461
C 0.6521 -2.2557 -2.7894
C -0.7368 -1.7453 -2.4161
H -1.4508 -1.9968 -3.2045
H -0.7221 -0.6608 -2.3061
C 1.6391 -1.8728 -1.6888
C 1.1949 -2.5134 -0.3762
C 1.1595 -4.0337 -0.5284
H 2.1540 -4.4058 -0.7838
H 0.8617 -4.4961 0.4154
C -0.1950 -2.0031 0.0031
H -0.4912 -2.4594 0.9492
H -0.1769 -0.9194 0.1331
H 1.8976 -2.2464 0.4210
H 2.6415 -2.2193 -1.9514
H 1.6681 -0.7868 -1.5768
H 0.9626 -1.7988 -3.7355
H 1.6008 -4.1487 -3.2208
H -0.0820 -4.0489 -3.7440
H 0.1356 -5.4971 -1.7379
H -1.5440 -4.3666 -0.3188
H -1.9428 -4.1736 -2.0301
H -3.1981 -3.1350 0.7299
H -2.4892 -1.5945 1.2549
H -5.1859 -1.9610 -0.1403
H -4.2178 0.1816 -0.8225
H -5.4934 0.4631 0.3937
H -2.5511 1.0506 -1.3973
H -0.2840 1.9298 -1.7875
```

Properties
Frontier orbital gap, Eh: 0.3435
Calculated total energy, Ha: -2240.320206
Total charge: 0
LUMO, eV: 0.522
SMILES: O=S(=O)(c1ccc(OC[C@H](O)CN[C@]23C[C@H]4C[C@H](C[C@H](C4)C2)C3)c(Cl)c1)N1CCOCC1
HOMO, hartree: -0.3243

# 8
Computed, not measured: an isolated molecule of C4H7NO2 in a non-equilibrium geometry, with the ωB97M-V functional and the def2-TZVPD basis.

```
14
C4H7NO2 the ωB97M-V functional and the def2-TZVPD basis
C 1.5842 0.9805 0.4486
C -0.5207 -0.4283 -0.4033
C 0.6007 -0.1228 0.5168
N -0.9532 0.5761 -1.3309
C -0.7132 -0.1490 1.0931
O -0.7139 -1.7583 -0.8466
O -1.4868 -0.5888 1.9285
H -1.3890 -2.1845 -0.2885
H -1.9667 0.6526 -1.3391
H -0.6500 0.3524 -2.2747
H 0.6775 -1.1343 1.1799
H 2.1581 1.0245 1.3792
H 2.2815 0.8306 -0.3798
H 1.0915 1.9493 0.3167
```

Properties
Frontier orbital gap, Eh: 0.3265
Calculated total energy, Ha: -361.740449
Total charge: 0
LUMO, eV: 0.259
SMILES: C[C@H]1C(=O)[C@]1(N)O
HOMO, hartree: -0.3169